No. 1
ORCA calculation (the ωB97M-V functional and the def2-TZVPD basis) on a molecular structure, C22H58N7O11Sr.

The geometry in XYZ format:
```
99
Properties=species:S:1:pos:R:3:forces:R:3
Sr 3.5954 -3.0378 1.7663 -1.180 -0.508 -1.658
C 0.1302 -1.4241 -0.6002 -0.532 0.554 -0.547
C 1.2082 -2.1509 0.1442 -0.542 -0.816 -0.153
O 2.1835 -2.6392 -0.5072 0.908 0.446 0.269
O 1.0674 -2.3740 1.3756 0.925 0.185 0.551
H -0.6689 -1.0564 0.0398 0.099 -0.174 0.173
H -0.3160 -2.0505 -1.3750 0.085 -0.401 0.262
H 0.4798 -0.5731 -1.1879 0.416 -0.008 0.246
C 3.1908 -1.0566 -3.7683 -0.321 0.395 -2.163
O 3.3543 -0.4408 -4.8200 0.398 -0.414 0.925
N 4.1507 -1.2004 -2.8093 -0.055 0.093 0.038
N 2.0340 -1.7439 -3.5439 0.199 -0.230 1.117
H 5.0257 -0.7447 -2.9925 -0.045 0.145 0.257
H 3.8830 -1.5474 -1.9073 0.202 -0.063 0.110
H 1.8272 -1.9861 -2.5862 -0.281 -0.373 -0.234
H 1.3733 -1.8453 -4.2876 -0.148 0.307 -0.008
C 4.4885 -5.4984 -0.9785 0.028 -0.198 -0.717
O 4.2755 -4.9557 0.1236 0.410 0.307 0.921
N 3.7101 -5.2228 -2.0340 -0.321 0.214 0.099
N 5.4913 -6.3966 -1.2151 -0.781 0.833 0.868
H 2.9316 -4.5946 -1.9002 0.075 0.054 -0.007
H 3.7989 -5.7068 -2.9071 -0.027 -0.007 -0.088
H 6.1482 -6.5218 -0.4654 0.200 -0.173 -0.228
H 5.7305 -6.5855 -2.1686 0.341 -0.231 -0.004
C -0.2097 0.2449 3.6730 0.688 -0.922 -0.337
O 0.0563 0.8425 4.9122 0.198 -0.126 -0.166
C 0.0724 -0.0653 6.0097 -0.800 0.779 -0.035
C 0.5877 0.7176 7.1921 0.912 0.783 1.470
N 1.7296 0.0759 7.8559 1.039 -0.638 -1.318
C 2.9416 0.1773 7.0059 -0.150 0.004 1.712
C 4.0965 -0.4765 7.7508 0.653 -0.753 -0.535
O 4.2873 -0.1156 9.0938 -0.095 -0.233 0.829
C 4.4803 1.2581 9.3412 0.122 0.690 -0.543
H -0.1456 0.9676 2.8616 -0.115 0.303 0.265
H -1.1521 -0.3071 3.5878 -0.240 0.265 0.340
H 0.5695 -0.5041 3.4683 0.043 -0.083 -0.125
H 0.7017 -0.9551 5.8854 -0.011 -0.016 -0.463
H -0.9659 -0.3664 6.1653 0.059 -0.433 0.142
H -0.1526 0.8891 7.9744 -0.236 -0.072 -0.273
H 0.9282 1.6985 6.8389 -0.420 0.111 -0.243
H 2.0502 0.5126 8.7094 -0.903 0.080 0.310
H 3.2333 1.2257 6.8629 -0.337 0.044 -0.680
H 2.7765 -0.3721 6.0788 0.146 0.357 -0.296
H 5.0386 -0.3385 7.2025 0.010 0.371 -0.147
H 3.9514 -1.5583 7.7336 -0.165 -0.044 0.413
H 5.2105 1.6696 8.6333 -0.435 0.201 -0.349
H 4.9224 1.5481 10.2966 -0.113 -1.106 0.323
H 3.5084 1.7625 9.3274 0.207 0.402 -0.373
C 1.3399 1.9438 -0.1064 -0.087 0.301 0.828
O 0.3150 2.8521 -0.4042 -0.525 0.297 -0.107
C -0.7349 2.2413 -1.1806 0.861 -0.931 1.050
C -1.8063 3.2238 -1.6699 1.096 -0.122 0.261
N -2.8887 3.5844 -0.7693 0.396 -0.683 0.099
C -2.4868 3.8236 0.6230 -0.128 -0.811 -0.273
C -3.7190 3.5661 1.4929 0.139 1.347 0.435
O -4.1965 2.2406 1.5897 0.733 -0.072 -0.629
C -3.2186 1.3181 2.0607 -1.516 -0.232 0.780
H 0.9888 1.0535 0.4328 -0.355 -0.232 -0.391
H 1.9698 2.4085 0.6528 0.312 0.331 -0.386
H 1.9086 1.6686 -0.9978 0.100 -0.125 -0.027
H -1.1415 1.4420 -0.5384 -0.427 0.091 -0.097
H -0.1838 1.6954 -1.9594 -0.543 0.266 -0.632
H -2.2127 2.7551 -2.5652 -0.151 0.400 -0.173
H -1.2172 4.1151 -1.9083 -0.305 0.129 -0.382
H -3.5839 2.8454 -0.7838 0.012 -0.003 0.060
H -2.0635 4.8289 0.6760 -0.472 0.194 0.389
H -1.6658 3.1858 0.9752 -0.032 -0.188 -0.219
H -4.5082 4.1742 1.0472 -0.282 -0.215 0.210
H -3.5567 3.9180 2.5189 0.175 0.233 -0.077
H -3.7488 0.7104 2.8026 0.025 -0.226 -0.145
H -2.4268 1.7813 2.6487 0.347 0.163 -0.534
H -2.9299 0.6499 1.2505 0.625 0.152 -0.012
C -1.8773 2.1195 -8.3353 -0.024 0.047 0.539
O -2.8829 1.2780 -8.8582 0.543 -0.274 0.460
C -4.1788 1.6381 -8.5216 -2.213 0.070 0.097
C -4.6224 1.5165 -7.0429 1.806 -0.672 -0.609
N -4.1524 0.2367 -6.5263 -0.535 -0.579 -0.019
C -4.1692 0.0764 -5.0768 0.545 0.633 -0.782
C -3.9523 -1.3645 -4.6082 -1.038 0.576 -0.609
O -3.8497 -1.3533 -3.2027 0.215 -0.442 0.479
C -2.6047 -1.6999 -2.6763 0.772 -0.042 -0.020
H -1.9237 2.2600 -7.2463 -0.469 0.001 -0.008
H -1.9529 3.1041 -8.8026 0.386 0.016 -0.072
H -0.9161 1.6238 -8.4580 -0.001 0.190 -0.623
H -4.8476 0.9903 -9.0938 0.285 -0.123 -0.144
H -4.4678 2.6623 -8.8016 0.508 0.090 -0.261
H -5.7085 1.5400 -7.0211 -0.046 0.403 0.184
H -4.1334 2.3702 -6.5537 -0.506 0.075 0.593
H -3.2437 0.0253 -6.9167 0.038 0.015 0.027
H -5.1443 0.4008 -4.7124 0.018 0.025 0.098
H -3.4155 0.7658 -4.6684 0.026 -0.188 0.585
H -3.1577 -1.9005 -5.1345 0.392 0.250 0.265
H -4.8699 -1.8974 -4.8740 0.048 -0.150 0.103
H -1.8920 -0.8668 -2.6076 -0.184 0.325 -0.234
H -2.1023 -2.4682 -3.2748 -0.110 -0.138 -0.039
H -2.6810 -2.0800 -1.6569 -0.497 -0.051 -0.024
O 2.5920 -2.7493 4.0420 -0.217 -0.251 0.128
H 1.7101 -3.1559 3.9984 0.035 0.266 0.003
H 2.6019 -2.2757 4.8860 0.117 -0.031 -0.090
```
Positions in Å, forces in eV/Å.

Values from the calculation:
Frontier orbital gap in eV: 5.6
ΔE to the lowest compared entry with this formula, charge and spin in eV: 0.000
LUMO level in eV: -4.353
Charge: +1
Strongest force on any atom in eV/A: 2.2


No. 2
ORCA calculation (the ωB97M-V functional and the def2-TZVPD basis) on 7 unconnected molecules or ions with the total composition C22H58O12.

The geometry in XYZ format:
```
92
Properties=species:S:1:pos:R:3:forces:R:3
C 4.4400 1.9935 -1.5373 -1.098 -0.738 -0.997
O 4.3400 1.2961 -0.2977 0.261 0.387 -0.476
H 5.3809 1.8172 -2.0988 -0.448 -0.230 0.659
H 3.5741 1.6704 -2.1728 0.837 0.110 0.077
H 4.3031 3.0620 -1.4611 0.170 0.527 0.483
H 3.4076 1.0327 -0.2145 0.174 -0.079 0.325
C 0.9789 1.7321 0.4831 0.046 0.638 1.033
O 1.6750 0.5194 0.6216 0.863 -0.654 0.368
H 1.6166 2.5686 0.1947 0.347 0.008 -0.206
H 0.1940 1.6430 -0.2462 -0.322 -0.301 -0.258
H 0.5567 2.0247 1.4441 -0.277 0.014 -0.008
H 2.0970 0.4275 1.5169 -0.572 0.340 -0.932
C -4.1439 -5.0916 0.7272 1.010 -0.297 -0.716
O -4.0005 -4.3611 1.8973 -1.423 1.042 0.248
C -2.7245 -4.3442 2.4430 0.254 -3.152 0.049
C -1.8081 -3.3847 1.8393 2.153 0.559 0.014
O -2.2577 -2.1199 2.2485 -0.407 -0.295 -0.212
C -1.4555 -1.0726 1.8182 1.010 0.066 0.525
H -3.7039 -6.0817 0.9721 -0.470 0.039 -0.853
H -3.6121 -4.6280 -0.1400 0.046 -0.366 0.519
H -5.1842 -5.1292 0.3935 0.014 -0.187 0.582
H -2.3047 -5.4113 2.3852 -0.192 1.174 -0.050
H -2.8384 -4.1504 3.4878 -0.099 0.366 0.724
H -1.6940 -3.5179 0.7536 -0.500 0.370 -0.123
H -0.7419 -3.5481 2.1715 -0.962 0.014 0.110
H -1.9608 -0.1857 2.1569 -0.244 0.654 -0.348
H -1.2887 -1.1109 0.7355 0.053 0.309 0.085
H -0.4758 -1.0603 2.3615 -0.336 -0.205 -0.524
C 3.8566 -1.8469 -1.1435 0.137 0.708 -0.758
O 3.5511 -3.2114 -0.9799 0.763 0.307 0.152
C 2.2553 -3.5618 -1.3918 -0.123 0.142 -0.001
C 1.1472 -3.1040 -0.4626 -0.656 -0.415 -0.403
O 1.1735 -3.7358 0.7982 0.564 -0.257 0.506
C 1.9769 -3.0966 1.8015 -0.331 -0.037 -0.703
H 3.4356 -1.2036 -0.3899 -0.787 0.129 0.358
H 3.5959 -1.4299 -2.1467 -0.224 -0.492 0.457
H 4.9135 -1.6276 -1.0487 0.457 -0.711 0.026
H 2.2181 -4.6358 -1.4118 0.156 -0.603 0.012
H 2.1274 -3.2189 -2.4238 -0.427 0.206 -0.024
H 0.1724 -3.3626 -0.9056 0.286 -0.236 -0.076
H 1.0872 -2.0397 -0.3908 0.310 1.068 0.390
H 1.9661 -3.6839 2.7103 -0.108 -0.453 -0.005
H 1.5201 -2.1495 2.0437 0.052 0.640 0.054
H 3.0081 -2.9630 1.4797 0.031 0.042 -0.077
C 5.0543 -0.5072 2.1953 1.376 -0.592 -1.084
O 3.7960 -0.2209 2.6837 -0.985 0.368 0.467
C 3.9058 0.7682 3.6641 -0.433 1.557 0.082
C 2.6296 0.8882 4.4580 0.367 -0.397 -1.295
O 1.6141 1.4214 3.6002 -0.723 -0.113 2.073
C 0.4146 1.5832 4.4180 0.050 0.521 -0.684
H 5.5814 0.3746 1.7492 -0.541 -0.521 0.326
H 4.9178 -1.2631 1.4058 0.289 0.259 0.323
H 5.6685 -0.9160 3.0135 0.082 -0.029 -0.268
H 4.1759 1.7369 3.1750 -0.179 -0.448 0.347
H 4.6683 0.5522 4.3979 0.672 -0.378 0.143
H 2.8078 1.4658 5.3678 -0.202 0.339 -0.105
H 2.4013 -0.1408 4.7508 -0.447 -0.029 0.164
H 0.5064 2.4640 5.1241 0.132 -1.113 -0.552
H 0.1628 0.6342 4.9423 0.241 0.665 -0.176
H -0.4026 1.8238 3.7212 0.249 -0.149 0.232
C -4.4987 3.0811 -3.7761 -0.159 -0.465 0.780
O -3.1742 3.5496 -3.9417 -0.611 -0.845 0.091
C -3.0465 4.8166 -3.4208 -0.114 1.748 0.790
C -1.6382 5.1341 -3.0344 1.434 0.265 -0.613
O -1.3666 4.6288 -1.7404 -0.101 -0.663 -0.345
C -0.0750 4.8905 -1.2514 -0.573 1.648 -0.193
H -4.8316 3.2312 -2.7199 0.199 -0.185 -0.649
H -4.5317 2.0258 -4.0191 0.234 -0.258 0.114
H -5.2323 3.5406 -4.4275 -0.026 0.607 -0.293
H -3.6289 5.0134 -2.5040 -0.138 -0.613 -0.030
H -3.4307 5.5775 -4.1032 0.122 0.090 -0.458
H -1.4401 6.2255 -3.0629 -0.333 -0.246 0.156
H -0.9436 4.7148 -3.8033 -0.273 -0.033 0.516
H -0.0121 4.4998 -0.2624 0.160 -0.700 0.565
H 0.0349 5.9717 -1.1320 0.044 0.329 0.031
H 0.7580 4.6195 -1.8806 0.153 -0.779 -0.429
C -4.9122 -1.5349 -1.8455 -0.413 -0.820 -1.694
O -3.9063 -0.7245 -2.3439 0.153 -0.223 -0.902
C -3.3832 0.2310 -1.4996 -0.732 0.086 1.223
C -2.1579 0.7575 -2.1634 -0.308 1.410 0.612
O -1.1201 -0.0490 -1.7106 1.658 0.047 -0.448
C 0.0349 0.2933 -2.4591 0.558 -0.168 -0.107
H -5.0443 -2.2760 -2.6557 -0.320 0.205 0.347
H -5.8753 -1.0037 -1.7383 0.370 -0.182 0.573
H -4.5419 -2.1140 -1.0218 -0.279 -0.016 1.112
H -3.1106 -0.1822 -0.4812 0.013 0.113 -0.973
H -4.1460 0.9873 -1.2484 0.147 0.237 -0.388
H -2.0041 1.7815 -1.7843 0.145 0.084 -0.244
H -2.1629 0.8264 -3.2748 -0.493 -0.289 0.608
H 0.1918 1.3935 -2.5777 -0.424 -0.625 0.010
H -0.0069 -0.2068 -3.4334 -0.078 0.348 -0.166
H 0.9265 -0.0830 -1.9709 0.048 -0.199 0.403
```
Positions in Å, forces in eV/Å.

Values from the calculation:
SMILES: COCCOC.COCCOC.COCCOC.COCCOC.COCCOC.CO.CO
Frontier orbital gap in eV: 9.7
ΔE to the lowest compared entry with this formula, charge and spin in eV: 4.363
LUMO level in eV: 0.669
Strongest force on any atom in eV/A: 3.2


No. 3
ORCA calculation (the ωB97M-V functional and the def2-TZVPD basis) on a molecular structure, C22H58O8Zn.

The geometry in XYZ format:
```
89
Properties=species:S:1:pos:R:3:forces:R:3
Zn -3.0849 -0.5468 -3.6330 -0.630 0.261 2.717
C -0.5457 -0.7189 -0.2750 -0.646 -0.187 -0.769
C -1.6766 0.1207 -0.8933 -0.937 0.701 0.866
O -1.8740 -0.0125 -2.2728 0.564 -0.158 -1.655
H -0.9001 -1.6501 0.1686 -0.043 0.005 -0.003
H -0.0045 -0.1491 0.4787 0.069 -0.025 -0.015
H 0.1114 -0.9821 -1.1056 0.261 0.101 0.165
H -1.4601 1.1711 -0.6354 0.262 0.094 -0.517
H -2.6481 0.0180 -0.3890 0.149 -0.608 0.223
C -5.2158 1.3547 -2.7588 0.076 -0.846 0.166
C -5.6586 -0.0999 -2.5692 -0.576 0.531 0.238
O -4.8721 -1.0178 -3.2735 0.972 -0.088 -0.995
H -5.7751 2.0529 -2.1370 -0.032 0.022 -0.043
H -5.3701 1.5830 -3.8145 0.229 0.301 0.014
H -4.1595 1.3983 -2.4692 0.008 0.383 -0.135
H -6.7042 -0.1549 -2.9006 0.080 -0.251 -0.228
H -5.7011 -0.3702 -1.5061 0.313 0.075 0.053
C -0.4742 -3.3731 4.7562 -1.437 -0.045 -1.188
C 0.1572 -2.0019 4.5973 0.138 0.367 0.626
C 0.1182 -1.4716 3.1869 1.377 -0.150 -0.431
O -0.5359 -1.0124 5.3838 -0.220 -0.328 0.109
H -0.8022 -3.5922 5.7710 0.359 -0.099 0.093
H 0.0390 -4.2137 4.2872 0.736 0.183 0.480
H -1.3820 -3.3808 4.1344 -0.240 0.232 0.356
H 1.1733 -2.0409 5.0037 0.178 0.062 -0.414
H -0.8748 -1.2111 2.8268 -0.134 -0.380 0.080
H 0.6348 -2.1971 2.5504 -0.532 -0.161 -0.250
H 0.7508 -0.5904 3.0534 -0.173 0.198 0.458
H -0.5249 -1.3063 6.2999 -0.076 0.143 0.065
C 2.2952 2.5522 1.3380 -0.047 -1.690 -2.032
C 2.8747 1.2783 1.9518 0.225 1.572 1.242
C 4.3292 1.1161 1.5896 1.338 -0.561 0.267
O 2.8056 1.5330 3.3762 0.459 -0.756 0.119
H 2.2592 2.3284 0.2609 -0.412 0.284 -0.039
H 2.9486 3.4186 1.3762 -0.112 0.059 0.760
H 1.2704 2.6691 1.6892 0.057 0.526 0.005
H 2.2940 0.3772 1.7376 -0.077 0.095 -0.321
H 4.8839 2.0413 1.7572 -0.234 0.180 -0.194
H 4.5665 0.7384 0.5936 -0.626 0.404 -0.303
H 4.8917 0.3945 2.1928 -0.599 -0.087 0.448
H 1.9659 1.9659 3.5546 -0.024 -0.054 0.045
C 1.8415 -3.6037 -0.2060 -0.490 0.249 0.612
C 2.1092 -4.7938 -1.0842 -0.378 -0.422 -0.898
C 2.3423 -4.4195 -2.5521 0.962 0.940 1.239
O 3.2227 -5.5006 -0.5424 -0.052 0.117 0.111
H 1.0934 -2.9170 -0.6031 0.081 -0.146 -0.392
H 2.7377 -3.0171 0.0012 0.118 -0.168 -0.056
H 1.4020 -3.9358 0.7380 0.320 -0.039 0.133
H 1.2284 -5.4505 -1.1051 -0.017 -0.007 0.406
H 2.6822 -5.2877 -3.1111 -0.476 0.047 -0.379
H 3.1665 -3.6958 -2.5402 0.086 -0.095 -0.237
H 1.4807 -3.8574 -2.9097 -0.140 -0.506 -0.475
H 3.2446 -6.3818 -0.9252 0.024 0.007 -0.035
C -1.7589 3.5423 -3.2810 0.049 0.880 2.164
C -0.2820 3.1631 -3.3541 -1.424 -0.387 -0.825
C 0.4695 3.3818 -2.0556 0.219 -0.585 0.686
O -0.2700 1.7678 -3.7467 0.390 0.331 0.259
H -2.3942 3.2765 -4.1184 0.268 0.076 -0.241
H -1.8331 4.5988 -2.9937 -0.069 0.190 -0.780
H -2.1857 3.1352 -2.3514 -0.051 -0.629 -0.296
H 0.1187 3.7469 -4.1829 0.497 -0.306 0.014
H 0.5777 2.4369 -1.5094 -0.245 -0.179 -0.247
H -0.0660 4.0002 -1.3336 0.152 0.485 -0.309
H 1.5088 3.6692 -2.1996 -0.129 0.456 -0.058
H -0.7520 1.3103 -3.0266 -0.043 -0.436 -0.288
C -4.2708 0.9987 4.5399 0.163 -0.868 0.116
C -3.0271 1.0114 3.6636 0.791 0.484 0.467
C -3.0554 1.8980 2.4398 -0.204 0.511 -0.266
O -1.9008 1.3707 4.4861 -0.137 0.082 -0.351
H -4.2963 1.7310 5.3450 0.251 0.487 -0.426
H -4.1754 0.0486 5.0752 -0.621 -0.054 -0.003
H -5.1904 1.0415 3.9561 -0.064 -0.156 0.100
H -2.8114 -0.0045 3.3133 -0.389 -0.067 -0.115
H -3.3005 2.9490 2.6177 0.051 -0.072 0.481
H -3.8177 1.5639 1.7310 0.159 -0.225 -0.065
H -2.0696 1.8995 1.9719 -0.070 -0.177 -0.142
H -1.4805 0.5462 4.7645 0.160 0.042 0.186
C 4.3313 0.2797 -4.1102 -0.878 -0.976 -0.325
C 2.9549 0.2924 -3.4579 0.268 1.924 0.272
C 3.0600 -0.0743 -1.9784 -0.760 -0.246 0.455
O 2.4801 1.6500 -3.5982 0.082 -0.220 0.155
H 4.9974 1.0069 -3.6524 -0.104 0.033 0.138
H 4.2172 0.4958 -5.1718 0.225 -0.004 -0.024
H 4.7181 -0.7331 -3.9710 0.383 0.112 -0.203
H 2.1698 -0.2751 -3.9637 0.562 -0.727 -0.092
H 4.0720 -0.1699 -1.5852 0.104 -0.195 -0.301
H 2.4887 -0.9861 -1.7833 0.316 -0.162 0.137
H 2.5888 0.6903 -1.3562 -0.080 0.105 -0.200
H 1.5090 1.5835 -3.5659 0.092 0.194 -0.165
```
Positions in Å, forces in eV/Å.

Values from the calculation:
Frontier orbital gap in eV: 7.8
ΔE to the lowest compared entry with this formula, charge and spin in eV: 0.000
LUMO level in eV: -1.753
Strongest force on any atom in eV/A: 2.8